{
  "formula": "C24H55ClN9O6",
  "method": "ωB97M-V/def2-TZVPD",
  "elements": ["C", "C", "Cl", "C", "C", "C", "N", "C", "N", "N", "H", "H", "H", "H", "H", "H", "H", "H", "H", "H", "H", "H", "H", "C", "C", "O", "N", "C", "H", "H", "H", "H", "H", "H", "H", "C", "C", "O", "N", "C", "H", "H", "H", "H", "H", "H", "H", "C", "C", "O", "N", "C", "H", "H", "H", "H", "H", "H", "H", "C", "C", "O", "N", "C", "H", "H", "H", "H", "H", "H", "H", "C", "C", "O", "N", "C", "H", "H", "H", "H", "H", "H", "H", "C", "C", "O", "N", "C", "H", "H", "H", "H", "H", "H", "H"],
  "xyz": [[-4.63914, -6.33850, 0.80702], [-5.25220, -5.42025, -0.25262], [-5.26246, -6.21119, -1.87018], [-6.67143, -4.95404, 0.05622], [-7.60812, -6.11640, 0.27427], [-8.18303, -6.44546, 1.65936], [-9.35455, -7.33824, 1.29348], [-9.50029, -7.22226, -0.06165], [-10.07228, -8.12240, -0.84683], [-8.93399, -6.06334, -0.45357], [-3.93016, -5.77185, 1.40604], [-4.07542, -7.13313, 0.32920], [-5.36835, -6.76885, 1.48886], [-4.62772, -4.53715, -0.30895], [-6.68569, -4.22811, 0.86589], [-7.01907, -4.43480, -0.83706], [-7.18048, -7.07134, -0.04952], [-7.49166, -7.02062, 2.26439], [-8.51320, -5.57107, 2.21032], [-9.07046, -8.29458, 1.51203], [-9.96505, -9.10733, -0.68087], [-10.59503, -7.84448, -1.65912], [-8.88578, -5.90374, -1.45204], [-2.68255, -0.48895, 0.62193], [-3.33002, -1.52951, -0.25057], [-3.60860, -2.65190, 0.17200], [-3.60014, -1.19743, -1.53544], [-3.33870, 0.06618, -2.20295], [-2.52908, -0.89063, 1.61542], [-1.71396, -0.19365, 0.21199], [-3.31824, 0.39185, 0.70578], [-4.03075, -1.93674, -2.06737], [-4.27353, 0.49337, -2.56874], [-2.67483, -0.09410, -3.05322], [-2.87249, 0.77019, -1.52370], [0.19263, 1.55822, 2.08095], [-0.63418, 1.23627, 3.30266], [-1.71109, 0.65631, 3.20353], [-0.14416, 1.60898, 4.50625], [1.11442, 2.28852, 4.76042], [-0.32681, 1.19611, 1.20587], [0.33791, 2.63660, 1.98886], [1.16309, 1.06603, 2.13128], [-0.74078, 1.37771, 5.28410], [1.74102, 1.67946, 5.41474], [0.92595, 3.24385, 5.25078], [1.64424, 2.47733, 3.83420], [2.64729, -1.68437, -0.79660], [1.23734, -1.36362, -0.36465], [0.83832, -0.21128, -0.25018], [0.40434, -2.40536, -0.09611], [0.69314, -3.82351, -0.17290], [3.18377, -0.76480, -0.97026], [3.16358, -2.24800, -0.01815], [2.64127, -2.26433, -1.71989], [-0.51986, -2.12708, 0.19410], [0.01813, -4.30371, -0.88411], [0.54877, -4.28639, 0.80485], [1.71562, -3.99159, -0.49191], [5.64655, 1.14726, -3.69259], [5.33382, -0.26650, -3.26508], [5.03537, -0.54603, -2.11350], [5.39613, -1.23458, -4.21510], [5.72941, -1.09553, -5.62114], [5.55587, 1.79593, -2.82786], [6.66409, 1.21685, -4.07791], [4.94714, 1.48284, -4.45904], [5.18026, -2.15451, -3.86607], [4.89742, -1.43993, -6.23714], [6.60654, -1.69950, -5.85737], [5.94122, -0.06143, -5.86775], [3.33332, 5.85822, 0.96823], [3.04202, 4.46496, 1.46719], [2.82367, 4.22326, 2.64727], [3.02654, 3.45533, 0.55449], [3.25766, 3.53566, -0.87278], [3.31147, 6.54401, 1.80277], [4.31771, 5.90342, 0.50983], [2.58095, 6.16638, 0.24091], [2.82557, 2.55019, 0.95026], [2.38019, 3.17588, -1.41372], [4.10977, 2.91022, -1.14562], [3.46148, 4.55787, -1.17273], [6.54200, 9.10596, -0.35071], [5.82905, 8.88775, 0.96324], [4.75585, 8.30758, 1.02873], [6.42682, 9.36192, 2.08557], [7.68891, 10.06849, 2.20387], [5.94088, 8.67334, -1.14406], [6.66939, 10.17060, -0.54810], [7.51898, 8.62153, -0.34502], [5.90051, 9.18364, 2.92616], [8.36955, 9.50996, 2.84809], [7.52486, 11.05208, 2.64635], [8.15358, 10.19600, 1.23269]],
  "forces_ev_per_a": [[0.224, 0.101, -0.177], [0.057, 0.149, 0.760], [-0.040, -0.020, -0.061], [-0.186, -0.070, -0.673], [-0.826, -0.476, 0.890], [-0.139, 0.073, -0.232], [2.001, -1.160, -0.813], [-0.125, 1.281, 0.753], [-0.261, 0.088, -0.026], [-0.107, -0.218, -0.780], [-0.036, 0.110, 0.100], [-0.008, -0.157, 0.066], [-0.100, -0.161, -0.031], [0.096, 0.145, -0.440], [0.054, -0.075, 0.212], [-0.024, 0.256, 0.067], [0.618, 0.289, -0.273], [0.042, 0.050, 0.145], [-0.214, 0.054, -0.030], [-0.847, -0.055, 0.519], [-0.484, -0.101, 0.415], [0.330, 0.036, -0.346], [0.069, -0.014, -0.022], [-0.069, -0.254, -0.131], [0.019, 0.116, 0.038], [-0.064, -0.170, -0.087], [0.017, 0.034, 0.124], [-0.128, -0.256, -0.141], [-0.025, -0.003, 0.033], [-0.037, 0.114, 0.001], [0.082, 0.075, 0.017], [0.020, 0.002, -0.049], [0.036, 0.094, 0.014], [0.046, 0.096, 0.017], [0.020, -0.020, 0.031], [-0.145, 0.194, 0.159], [-0.053, -0.031, -0.133], [0.005, 0.053, 0.192], [0.054, -0.035, -0.171], [-0.221, -0.093, 0.258], [-0.002, -0.052, -0.015], [0.147, -0.021, 0.061], [0.052, 0.059, -0.039], [0.002, -0.004, 0.019], [0.068, 0.037, -0.035], [0.118, 0.056, -0.050], [0.033, 0.096, 0.036], [-0.341, 0.008, 0.198], [-0.002, -0.061, 0.018], [0.011, -0.102, -0.182], [0.137, 0.067, -0.100], [-0.288, 0.151, 0.096], [0.006, 0.095, -0.011], [0.043, -0.080, -0.086], [0.081, -0.062, 0.032], [-0.023, -0.053, 0.062], [0.070, -0.076, -0.017], [0.074, -0.079, -0.024], [0.022, 0.023, -0.003], [-0.023, 0.002, 0.050], [0.005, -0.041, 0.093], [0.184, 0.106, -0.158], [0.004, 0.146, -0.065], [-0.077, -0.293, 0.188], [-0.007, -0.040, 0.053], [-0.029, 0.035, -0.080], [0.070, 0.018, -0.059], [0.024, -0.028, -0.004], [0.028, 0.071, -0.083], [0.030, 0.071, -0.083], [0.000, 0.024, 0.019], [-0.210, -0.390, 0.114], [-0.045, -0.078, -0.034], [-0.040, -0.015, 0.026], [0.027, 0.173, 0.032], [-0.077, -0.257, 0.155], [0.021, 0.004, 0.071], [-0.007, 0.083, -0.090], [0.092, 0.041, -0.079], [-0.015, -0.030, -0.051], [0.035, 0.041, -0.080], [0.013, 0.044, -0.089], [0.001, 0.029, 0.029], [-0.046, -0.034, -0.013], [-0.095, -0.015, 0.056], [0.174, 0.225, -0.095], [0.086, 0.024, -0.128], [-0.233, -0.096, 0.249], [-0.054, -0.018, 0.038], [0.093, -0.008, -0.009], [0.044, 0.084, -0.017], [0.001, 0.004, 0.023], [0.089, 0.042, -0.053], [0.090, 0.042, -0.054], [-0.011, -0.008, -0.027]],
  "gap_ev": 6.86,
  "homo_energy_ha": -0.370,
  "charge": 1
}